(1)
ORCA calculation (wB97M-V/def2-TZVPD) on a structure of composition C22H57O5S4Tl.

For the HOMO energy, the calculation gives -12.5 eV. Its strongest force on any atom is 3.7 eV/A. Its gap between HOMO and LUMO is 1.62 eV. The charge is +2. The value obtained for the lowest unoccupied orbital energy is -10.9098 eV.

Geometry (Å):
Tl1 -5.753 -0.582 10.573
C1 1.810 3.411 10.357
C2 1.488 1.950 10.028
O1 0.165 1.659 10.265
H1 2.860 3.690 10.261
H2 1.526 3.650 11.382
H3 1.277 3.994 9.606
H4 2.197 1.222 10.423
H5 1.729 1.843 8.971
C3 0.161 -3.792 15.579
S1 -1.551 -3.789 16.235
O2 -2.284 -2.967 15.193
C4 -2.081 -5.524 15.932
H6 0.621 -4.768 15.732
H7 0.724 -2.954 15.990
H8 0.141 -3.637 14.500
H9 -3.157 -5.471 16.096
H10 -1.552 -6.204 16.599
H11 -1.831 -5.754 14.896
C5 -6.907 6.336 5.478
S2 -6.658 5.554 7.130
O3 -6.547 4.041 6.793
C6 -4.946 6.034 7.437
H12 -6.056 6.079 4.847
H13 -6.932 7.416 5.619
H14 -7.857 5.951 5.107
H15 -4.353 5.946 6.527
H16 -4.437 5.451 8.205
H17 -4.907 7.074 7.762
C7 -3.294 4.642 16.476
S3 -4.304 5.491 15.154
O4 -4.937 4.474 14.214
C8 -5.594 6.216 16.239
H18 -3.809 3.953 17.145
H19 -2.841 5.412 17.101
H20 -2.409 4.125 16.106
H21 -5.196 6.929 16.962
H22 -6.007 5.422 16.861
H23 -6.408 6.573 15.608
C9 -1.055 -1.260 3.704
S4 -2.781 -0.776 3.558
O5 -3.312 -0.744 4.991
C10 -2.407 1.024 3.076
H24 -0.549 -1.005 2.773
H25 -0.973 -2.338 3.850
H26 -0.502 -0.795 4.520
H27 -3.360 1.491 2.827
H28 -1.730 1.049 2.222
H29 -1.900 1.559 3.879
C11 0.761 11.237 12.072
C12 2.309 11.543 12.136
C13 3.229 10.280 11.856
C14 4.685 10.537 12.268
C15 5.675 9.395 11.953
C16 6.947 9.644 12.729
H30 0.134 12.127 12.123
H31 0.441 10.699 12.964
H32 0.457 10.624 11.223
H33 2.464 12.365 11.437
H34 2.433 11.833 13.179
H35 3.159 10.007 10.803
H36 2.791 9.416 12.355
H37 5.063 11.446 11.801
H38 4.838 10.705 13.334
H39 5.361 8.372 12.157
H40 5.755 9.453 10.868
H41 6.805 9.417 13.786
H42 7.714 8.951 12.383
H43 7.411 10.625 12.633
C17 6.736 -0.595 2.615
C18 5.637 0.211 3.343
C19 5.710 1.769 2.929
C20 4.419 2.512 3.278
C21 4.272 3.966 2.762
C22 5.251 4.901 3.398
H44 6.512 -1.644 2.422
H45 7.683 -0.715 3.141
H46 6.947 -0.136 1.649
H47 4.709 -0.182 2.929
H48 5.679 0.004 4.412
H49 5.901 1.795 1.857
H50 6.510 2.346 3.392
H51 3.617 1.893 2.877
H52 4.330 2.450 4.362
H53 4.309 3.999 1.673
H54 3.273 4.264 3.080
H55 5.287 4.812 4.483
H56 6.262 4.600 3.125
H57 5.081 5.964 3.229

Forces on atoms 1 to 3 (eV/Å):
Tl -0.036 0.034 -0.042
C 0.056 0.256 -0.586
C -2.391 1.110 2.651

=====

(2)
ORCA calculation (wB97M-V/def2-TZVPD) on a structure of composition C22H58AlClN15O11S.

For the HOMO energy, the calculation gives -3.5 eV. Its strongest force on any atom is 8.6 eV/A. Its gap between HOMO and LUMO is 4.83 eV. The charge is -1. The value obtained for the lowest unoccupied orbital energy is 1.3500 eV.

Geometry (Å):
C1 -4.389 -2.458 -1.828
C2 -4.177 -2.166 -0.386
C3 -2.765 -1.780 0.346
Al1 -1.442 -0.708 -0.792
C4 -1.636 1.284 -0.186
C5 -0.855 2.333 -1.185
C6 -0.487 3.661 -0.248
C7 0.767 3.217 0.716
O1 0.982 4.154 1.867
C8 1.612 3.400 2.980
C9 2.921 2.397 2.805
O2 1.069 3.517 4.204
C10 0.453 -1.467 -0.332
C11 1.651 -0.786 -1.222
C12 2.443 -1.922 -2.154
C13 3.655 -1.274 -3.063
S1 3.075 -0.334 -4.576
O3 2.189 0.909 -4.262
O4 4.348 0.222 -5.313
Cl1 2.025 -1.486 -5.972
N1 -1.785 -0.716 -2.685
C14 -0.787 -1.541 -3.468
C15 -1.345 -1.806 -5.018
H1 -3.954 -3.375 -2.413
H2 -5.010 -1.646 -2.443
H3 -5.134 -2.272 0.319
H4 -3.049 -1.088 1.276
H5 -2.191 -2.703 0.821
H6 -2.795 1.522 -0.303
H7 -1.393 1.426 0.954
H8 -1.502 2.705 -2.094
H9 0.173 1.935 -1.593
H10 -0.110 4.582 -0.904
H11 -1.476 3.918 0.356
H12 0.664 2.126 1.172
H13 1.797 3.203 0.113
H14 3.119 1.883 3.860
H15 2.742 1.586 1.958
H16 3.902 2.978 2.505
H17 0.404 -2.605 -0.602
H18 0.587 -1.336 0.843
H19 1.263 0.077 -1.947
H20 2.460 -0.374 -0.478
H21 1.714 -2.584 -2.788
H22 2.974 -2.662 -1.388
H23 4.328 -2.189 -3.424
H24 4.369 -0.634 -2.356
H25 -1.912 0.243 -3.079
H26 -0.547 -2.594 -3.010
H27 0.182 -0.858 -3.597
H28 -2.452 -2.191 -5.033
H29 -1.243 -0.830 -5.695
H30 -0.663 -2.620 -5.539
C16 -2.995 1.850 3.611
O5 -3.120 0.780 3.036
N2 -3.919 2.332 4.461
N3 -1.921 2.643 3.445
H31 -3.834 3.211 4.943
H32 -4.744 1.766 4.614
H33 -1.201 2.317 2.813
H34 -1.800 3.527 3.909
C17 2.195 1.934 7.939
O6 2.864 1.840 8.956
N4 1.165 1.112 7.668
N5 2.428 2.867 6.999
H35 0.603 1.173 6.836
H36 0.956 0.394 8.350
H37 3.194 3.507 7.165
H38 1.888 2.960 6.155
C18 6.333 -4.614 -2.573
O7 5.542 -3.684 -2.556
N6 6.312 -5.603 -1.661
N7 7.296 -4.734 -3.505
H39 6.954 -6.377 -1.658
H40 5.602 -5.551 -0.942
H41 7.346 -4.011 -4.210
H42 7.956 -5.493 -3.535
C19 -3.348 -6.098 -1.557
O8 -2.657 -5.106 -1.731
N8 -4.679 -6.034 -1.374
N9 -2.839 -7.343 -1.533
H43 -5.264 -6.840 -1.229
H44 -5.102 -5.115 -1.384
H45 -1.841 -7.435 -1.667
H46 -3.392 -8.172 -1.392
C20 -2.681 6.917 0.626
O9 -3.375 6.191 1.320
N10 -1.339 6.838 0.605
N11 -3.198 7.862 -0.181
H47 -0.751 7.427 0.040
H48 -0.909 6.140 1.198
H49 -4.205 7.955 -0.195
H50 -2.643 8.469 -0.760
C21 0.046 -8.645 -3.743
O10 -0.647 -9.372 -3.049
N12 1.389 -8.725 -3.764
N13 -0.471 -7.701 -4.550
H51 1.976 -8.135 -4.329
H52 1.818 -9.423 -3.171
H53 -1.478 -7.608 -4.564
H54 0.084 -7.093 -5.129
C22 -0.914 8.427 4.540
O11 -1.785 9.251 4.770
N14 -1.080 7.417 3.667
N15 0.291 8.456 5.138
H55 -0.375 6.729 3.464
H56 -1.973 7.359 3.195
H57 0.457 9.201 5.802
H58 1.021 7.787 4.961

Forces on atoms 1 to 3 (eV/Å):
C -0.398 0.562 1.718
C 0.266 -0.952 -1.289
C -1.302 -1.527 1.215

=====

(3)
ORCA calculation (wB97M-V/def2-TZVPD) on a structure of composition C22H58AsClIO13P4.

For the HOMO energy, the calculation gives -3.2 eV. Its strongest force on any atom is 10.2 eV/A. Its gap between HOMO and LUMO is 2.68 eV. The charge is -1. The value obtained for the lowest unoccupied orbital energy is -0.5636 eV.

Geometry (Å):
C1 -6.063 1.001 5.600
C2 -4.663 1.874 5.328
C3 -3.697 0.936 4.393
Cl1 -2.053 0.809 5.316
As1 -3.258 1.696 2.575
C4 -5.176 2.150 2.137
P1 -1.032 1.078 2.849
O1 -0.184 2.067 1.684
I1 -0.940 -1.282 2.160
H1 -6.144 0.069 4.859
H2 -7.024 1.659 5.413
H3 -6.049 0.516 6.691
H4 -4.189 2.060 6.404
H5 -4.894 2.924 4.866
H6 -4.067 -0.162 4.235
H7 -2.992 3.102 3.211
H8 -2.833 2.250 1.175
H9 -3.507 0.274 1.982
H10 -5.237 3.316 1.985
H11 -5.398 1.671 1.066
H12 -5.976 1.713 2.872
H13 -0.010 1.488 0.868
O2 1.068 -1.550 -4.136
P2 2.473 -1.365 -3.514
O3 3.129 -2.690 -4.261
C5 3.507 -2.564 -5.618
C6 4.810 -1.802 -5.753
O4 2.095 -2.126 -2.080
C7 0.781 -2.022 -1.549
C8 -0.025 -3.264 -1.886
O5 4.044 -1.158 -2.820
C9 4.277 0.110 -2.224
C10 3.529 0.270 -0.915
H14 2.711 -2.080 -6.191
H15 3.635 -3.576 -6.015
H16 4.681 -0.757 -5.452
H17 5.168 -1.820 -6.785
H18 5.581 -2.231 -5.102
H19 0.285 -1.111 -1.899
H20 0.872 -1.931 -0.461
H21 -0.012 -3.483 -2.956
H22 -1.063 -3.152 -1.561
H23 0.402 -4.141 -1.384
H24 4.002 0.899 -2.931
H25 5.353 0.186 -2.040
H26 2.453 0.361 -1.093
H27 3.858 1.169 -0.386
H28 3.681 -0.600 -0.266
O6 -6.570 -4.812 0.385
P3 -5.594 -5.605 -0.518
O7 -4.395 -4.464 -0.459
C11 -3.583 -4.418 0.698
C12 -2.563 -5.537 0.694
O8 -6.275 -5.089 -1.950
C13 -7.672 -4.841 -2.020
C14 -7.952 -3.354 -1.887
O9 -4.503 -6.491 -1.527
C15 -4.837 -7.857 -1.722
C16 -6.034 -8.025 -2.638
H29 -4.202 -4.458 1.599
H30 -3.065 -3.453 0.693
H31 -3.054 -6.511 0.796
H32 -1.853 -5.423 1.516
H33 -2.008 -5.556 -0.253
H34 -8.214 -5.423 -1.268
H35 -8.019 -5.190 -2.999
H36 -7.485 -2.928 -0.995
H37 -9.028 -3.165 -1.847
H38 -7.536 -2.811 -2.744
H39 -5.019 -8.329 -0.751
H40 -3.965 -8.342 -2.171
H41 -6.952 -7.695 -2.140
H42 -6.165 -9.074 -2.919
H43 -5.921 -7.425 -3.548
O10 6.628 4.276 0.294
P4 5.976 5.413 1.119
O11 4.757 5.688 0.033
C17 3.656 4.800 0.036
C18 2.729 5.085 1.199
O12 7.001 6.601 0.556
C19 8.351 6.283 0.245
C20 8.515 6.079 -1.251
O13 5.248 6.683 2.040
C21 5.685 6.777 3.387
C22 7.094 7.327 3.491
H44 4.004 3.763 0.060
H45 3.116 4.948 -0.905
H46 3.217 4.850 2.151
H47 1.815 4.490 1.126
H48 2.458 6.148 1.231
H49 8.690 5.411 0.812
H50 8.970 7.128 0.568
H51 7.802 5.351 -1.645
H52 9.528 5.744 -1.487
H53 8.327 7.018 -1.785
H54 5.613 5.793 3.862
H55 4.993 7.449 3.905
H56 7.823 6.596 3.127
H57 7.345 7.560 4.530
H58 7.209 8.233 2.886

Forces on atoms 1 to 3 (eV/Å):
C -0.100 -0.365 -0.250
C -0.661 -1.288 0.899
C -0.750 -0.016 2.280

=====

> What is the formula in the third record?

C22H58AsClIO13P4

=====

> Which of these has the highest strongest force on any atom?

C22H58AsClIO13P4

=====

> Among the records above, which one has the lowest lowest unoccupied orbital energy?

C22H57O5S4Tl